P:
8
Properties=species:S:1:pos:R:3 method="wB97M-V/def2-TZVPD" orbital_gap_ev="7.19 / 7.41" spin_multiplicity=1 charge=0
C 0.736 -0.892 -0.088
C -0.659 -0.847 0.185
O 3.162 -0.708 -0.061
O -3.259 -0.818 0.003
S 2.193 -1.806 0.049
S -2.154 -1.735 -0.050
H 1.249 0.175 -0.207
H -1.075 0.082 0.365

***

Q:
8
Properties=species:S:1:pos:R:3 method="wB97M-V/def2-TZVPD" orbital_gap_ev=8.48 smiles="O=C(S)C(O)=S" spin_multiplicity=1 charge=0
C 0.758 0.468 -0.765
C -0.503 0.031 -0.093
H 1.374 0.669 1.035
H -2.075 -1.402 1.217
O 1.706 0.573 0.146
O -1.558 0.673 -0.220
S 0.905 0.290 -2.427
S -0.606 -1.302 1.107

***

R:
8
Properties=species:S:1:pos:R:3 method="wB97M-V/def2-TZVPD" orbital_gap_ev=8.38 spin_multiplicity=1 charge=0
C 1.048 1.501 0.561
C 0.130 0.418 -0.019
O -1.535 3.430 1.079
O 0.335 4.487 -0.190
S 1.373 1.182 -1.053
S -0.167 3.837 0.996
H 0.143 -0.547 0.275
H -0.995 0.744 -0.239

***

It is R that is the least stable of them.